Record 1
A molecular structure, C4H5O3 in a non-equilibrium geometry, computed with wB97M-V/def2-TZVPD.

```
12
Properties=species:S:1:pos:R:3
O -1.36055 -2.00504 0.13064
H -0.68098 0.33809 0.72460
H 2.44579 2.06740 0.84900
C 1.49455 1.55320 0.80568
O -0.87335 -1.46760 -1.98537
H 2.06777 -0.13343 -0.24154
H 0.44524 2.30983 0.73170
O 0.68711 2.18172 1.78773
C -0.88161 -1.27247 -0.75669
H -0.72890 0.75289 -0.96540
C 1.22052 0.49363 -0.00084
C -0.20064 0.11886 -0.22051
```

Output
E_HOMO: -4.0 eV
Orbital gap: 7.5561 eV
Total charge: -1
DFT total energy: -10369.4290 eV
Energy above the lowest of the compared OMol25 structures with the same formula, charge and spin: 344.21 kJ/mol
Lowest unoccupied orbital energy: 3.54 eV

---

Record 2
A molecular structure, C25H36FeN7SSb, computed with wB97M-V/def2-TZVPD.

```
71
Properties=species:S:1:pos:R:3
H 4.49224 0.47242 1.32583
H -0.47829 1.77918 -4.27515
N -3.29653 -0.94544 -1.20297
N 1.99337 -0.74388 2.74756
H 0.07973 5.98731 0.16078
H 1.21073 -1.37403 2.69171
N 0.83139 -0.60400 -4.80886
C 1.61502 -3.13081 -2.44299
C -3.00761 -1.98050 -0.31768
S 2.34252 -0.91307 0.04767
H -3.72338 -4.67588 1.52390
Fe 0.55501 0.19534 -0.87465
C 0.58512 3.88041 0.19398
H -1.33549 -4.47395 2.03987
H 2.20212 -5.15084 -2.75857
C -0.10505 1.79471 4.15731
C 0.63841 0.04815 -3.65079
C -2.08769 2.31485 1.29038
C -1.97519 0.92691 -2.27974
H 4.00997 1.32679 3.79279
N 3.79915 0.21454 2.00894
C 3.97955 0.28993 3.46333
H -4.18434 -0.76753 -1.64335
C 1.25136 -1.89442 -4.49088
C 1.92145 -4.14368 -4.63419
H 0.98926 2.12533 -3.35467
H -2.18163 0.65234 -3.31702
H 2.13729 0.15395 4.66195
C 0.71183 2.41778 3.03273
C -2.84493 1.11548 1.85802
Sb 0.01596 1.98459 1.05429
H -0.12278 0.70403 4.09745
C -3.79291 -2.99196 0.22405
H -3.91863 1.30707 1.87508
H 1.55664 -2.92412 -6.37223
H 0.04415 -2.66294 1.03516
H -2.67496 0.20857 1.27798
N -0.58354 1.43838 -2.15559
H -2.54197 0.89928 2.88240
H 1.75707 2.10804 3.07320
C 0.14567 1.43734 -3.44614
C -2.15419 -0.25546 -1.39744
H -2.47266 2.59329 0.30471
C -1.65179 -1.84310 -0.01668
H 0.71043 -0.22333 -5.73325
H -2.21344 3.19710 1.91962
H 0.70324 3.50680 3.09916
H -0.62624 2.39442 -1.82364
N 0.89937 -0.69442 -2.60388
C -0.28683 5.06212 0.60647
C 2.73150 -0.45734 3.98688
H 4.90634 -0.19612 3.75982
C 1.93449 -4.21561 -3.23095
H 0.30334 2.07055 5.13065
H 1.61674 4.02198 0.52769
C 1.57614 -2.98254 -5.29254
H 2.18315 -5.02117 -5.20892
H 0.65224 3.81033 -0.89204
H 2.99250 -1.38592 4.49144
H -1.13903 2.13827 4.13696
C -1.01748 -2.74210 0.83843
C 2.69484 -0.42927 1.66198
H -0.29117 5.20619 1.68803
H -4.84306 -3.09429 -0.01300
N -1.15927 -0.74153 -0.70788
H 1.62204 -3.20650 -1.36457
C -3.15784 -3.86859 1.07957
C 1.27692 -1.94595 -3.09542
H -2.68691 1.71033 -2.01236
C -1.78993 -3.74868 1.37855
H -1.32348 4.93486 0.29173
```

Output
E_HOMO (spin up / spin down): -13.7 / -13.7 eV
Orbital gap (spin up / spin down): 8.7934 / 8.9183 eV
Total charge: +2
DFT total energy: -88689.2952 eV
Lowest unoccupied orbital energy (spin up / spin down): -4.96 / -4.81 eV

---

Record 3
8 unconnected molecules or ions with the total composition C45H105NO22 in a non-equilibrium geometry, computed with wB97M-V/def2-TZVPD.

```
173
Properties=species:S:1:pos:R:3
H 8.45382 4.23723 2.62960
H -2.90275 -0.14320 -10.72066
C -4.61482 0.98554 5.93479
H -4.76982 -0.09339 5.93808
O 0.42680 3.18670 0.35517
H 2.70598 -7.41196 0.65220
H 0.30478 -0.52971 3.76454
H -3.64135 -2.61433 2.82972
H -3.71117 -3.44946 -2.41942
O 1.72411 -1.35553 0.69580
H -3.53048 0.20598 -8.07090
C 2.31313 -8.42135 0.77433
H -0.48399 -8.24425 -2.82840
O 0.98590 -8.33327 0.17738
C 0.59293 -0.54864 -1.86488
C -3.48351 3.18831 4.24720
H -2.83825 -1.48589 4.93990
H -1.71141 -4.17706 -2.02941
H -3.88890 -0.11053 0.80410
O -3.52991 2.49959 3.00824
H -2.11189 -0.11837 -0.65427
H 5.88748 5.22639 -1.65335
H 8.07251 3.97896 4.21102
O -3.46516 -4.66331 -1.10569
O -4.45777 -1.84371 -6.63616
C 1.07635 -8.28946 -1.29253
H 1.49860 4.62547 1.15040
H 4.29652 1.22230 -2.21290
H -0.48259 -4.30444 3.60329
H -4.00690 -1.54675 -11.18059
H 2.01783 2.67095 -0.94254
C 1.10389 3.26401 -0.90974
C -3.94938 3.40990 1.94220
H 4.04501 -0.23925 0.11948
H -4.48067 3.52846 4.52660
H -1.12701 0.06716 4.64509
H -2.52195 -1.11179 -6.06231
H -5.09023 -1.29037 -4.03174
H 1.86351 -7.58469 -1.56041
H -2.55274 3.02740 6.13354
C -3.16269 -1.44761 -6.87764
H 7.18765 0.14122 2.03672
C -4.08233 -3.47509 -1.39489
H 0.20289 -1.11198 -2.71260
H 1.05427 4.29190 -1.26901
O -2.15057 7.18592 1.76092
H -0.82707 0.48821 3.00111
H -3.24092 4.23824 1.94900
H -0.66207 -8.52128 3.29476
H -2.01909 -8.89882 2.23836
O 3.68424 6.66740 -0.29103
C -1.43103 -8.08294 2.65864
O -2.29556 -7.16140 3.32590
H -1.85075 -0.45978 -8.09000
H 4.88395 7.37148 -1.83494
C 5.38436 4.65570 -0.87278
H -3.65101 -3.72197 4.12251
H -4.31271 0.46988 -2.37195
H 0.49739 2.76531 -1.66576
H 4.19656 -1.85320 -1.64677
H 3.00280 -9.14357 0.33746
C -5.35931 -0.46581 -4.69191
H 0.15089 6.24699 1.99923
O 5.54828 0.83992 1.06740
C -0.33836 -7.93993 -1.79193
C 4.58702 -0.32465 1.06131
H -3.01076 4.15975 4.10266
C -0.76754 -0.34446 3.70198
C 0.51960 -1.38875 0.54824
H -6.23219 -0.04514 -4.19267
C 8.58141 3.46949 3.39275
H -6.38203 -1.45630 -6.37977
H -2.78457 -2.46329 -6.99396
H -1.70249 -6.59477 -0.12209
H -4.06087 3.45348 -0.11660
H 3.38021 1.95142 -3.37348
H 6.93422 2.79416 1.37829
C 6.88141 2.24683 2.31943
H -5.58796 -0.24992 1.06349
H 3.76652 8.46759 -1.27080
H -5.16740 1.19543 6.85060
C -2.02599 -4.69275 -1.12210
H -2.20999 6.69928 3.73136
C 1.21297 3.62652 1.47998
H 5.64708 -2.74631 -2.28253
H -1.56274 -2.70510 4.89408
C -3.69751 -0.82707 -10.42269
H -1.55770 -4.13979 -0.30782
H 4.73281 -3.44704 -1.12185
H 5.73368 -0.77064 -3.24169
C 5.19043 3.11695 -2.72852
C -0.30522 6.06522 2.97238
H -3.29025 8.52260 0.61890
O -0.42356 -6.48325 -1.68012
H 0.32399 0.50509 -1.93844
C -4.04155 1.03495 -3.26372
C -1.79467 -6.11973 3.99680
H 4.78982 -2.66984 1.12982
H 3.86389 -0.10860 1.84776
O -0.65193 4.70206 2.75877
H 5.74340 0.66147 3.07268
C -1.22919 -4.93041 3.11455
H -1.09643 -6.48456 4.75011
H 5.99821 -1.73876 1.71153
O -3.20150 1.16092 5.77222
C 4.47501 7.73151 -0.89088
O 4.57676 3.72306 -1.54476
C 4.50797 5.57548 0.16868
C -1.71895 -6.18363 -1.13144
H 4.07788 -0.64592 -3.63968
O 5.92249 -1.95686 -0.37515
H -5.16492 1.36665 5.07442
H 3.93879 4.97389 0.87736
H -3.81510 -2.60280 -0.79842
H -0.07463 2.73229 2.70164
O 5.20893 1.00584 -4.02353
H 0.41860 6.27319 3.76038
H 4.99492 3.81178 -3.54527
C 5.07481 -2.45103 -1.40310
O -4.96248 1.65818 0.53847
C -4.73971 0.41069 1.24289
H -2.48655 -6.78487 -1.61869
H 5.09031 8.29303 -0.18789
H -0.83198 -5.35969 2.19474
H -5.29448 -0.01870 -6.70686
H -4.90612 3.87073 2.18796
H 1.28148 -9.24359 -1.77798
C -5.44279 -0.94920 -6.15889
H -2.45081 9.36462 1.98223
H 6.13592 3.99366 -0.44275
H -1.08186 -8.55964 -1.29065
O -3.32096 -1.59445 -9.28020
C 4.43121 1.79741 -3.12898
H 6.23478 2.89854 2.90702
H -0.98946 8.05241 3.41101
O 8.01443 2.18552 3.13562
H -4.74349 1.86614 -3.33075
H 2.37370 -8.82649 1.78443
C 6.36683 0.84033 2.19664
C -2.67963 2.37320 5.27098
H -1.97923 -1.66055 -1.23764
C -2.91302 -0.68503 -8.18461
H -2.71988 -5.83505 4.49785
H -2.91935 2.26898 0.40004
H -1.71453 2.18514 4.80054
H 5.25065 5.80149 0.93384
C -2.96555 -3.18282 3.46862
H 5.15827 -0.59865 -5.03648
O -2.27308 -4.06968 2.61339
H -0.12511 -1.85906 1.30678
C -2.23078 -2.10317 4.27805
H 9.64393 3.50707 3.63307
H -4.55692 -0.25312 -10.07612
H -5.15718 -3.63965 -1.31933
H 1.66543 -0.73643 -1.91545
H -4.63472 0.57586 2.31518
H 6.26906 2.96321 -2.69657
C 5.29380 -1.73627 0.87973
H -1.08503 -7.55150 1.77210
O -4.19437 0.36078 -4.51818
C -2.92011 8.44192 1.64095
H 0.96322 3.76753 3.63423
H -3.83247 8.38675 2.23480
O -1.45798 -1.47220 3.27581
C -3.92413 2.64211 0.59829
C -1.45162 7.12455 3.07399
C 5.06433 -0.33444 -3.98316
H -1.99436 -1.33004 0.47388
N -0.04799 -1.00474 -0.57353
H 1.96902 2.84320 1.53378
C 0.39793 3.71451 2.70378
H -2.98973 1.27987 -3.11615
C -1.53835 -1.02645 -0.46845
```

Output
E_HOMO: -9.0 eV
Orbital gap: 9.6105 eV
DFT total energy: -94882.3858 eV
SMILES string: COCCOCCOC.COCCOCCOC.COCCOCCOC.COCCOCCOC.COCCOCCOC.COCCOCCOC.COCCOCCOC.CN(C)C=O
Energy above the lowest of the compared OMol25 structures with the same formula, charge and spin: 518.24 kJ/mol
Lowest unoccupied orbital energy: 0.58 eV